(1)
{"formula": "C10H11CuN4O2", "method": "the ωB97M-V functional and the def2-TZVPD basis", "species": ["Cu", "O", "C", "C", "C", "C", "C", "C", "C", "N", "C", "C", "N", "H", "H", "H", "H", "H", "H", "H", "N", "C", "N", "O", "H", "H", "H", "H"], "coordinates": [[-0.85852, 0.60243, 0.95630], [-1.01177, 1.51349, -0.67924], [-0.28228, 1.31076, -1.76636], [-0.17410, 2.39548, -2.68528], [0.39753, 2.15916, -3.92473], [0.91335, 0.92288, -4.21481], [0.92738, -0.12742, -3.29472], [0.28041, 0.03638, -2.05058], [0.34238, -1.02906, -1.07346], [-0.04686, -0.94234, 0.22692], [0.18525, -2.21758, 0.78079], [0.72269, -3.06963, -0.14217], [0.78931, -2.33080, -1.32946], [-0.52286, 3.36512, -2.30157], [0.56203, 2.95570, -4.61944], [1.34243, 0.78758, -5.21330], [1.29829, -1.10738, -3.57185], [0.02462, -2.45966, 1.79759], [0.95226, -4.09522, 0.01690], [1.10464, -2.59387, -2.26079], [-1.67554, 1.18843, 4.92086], [-0.90340, 0.63333, 3.95362], [0.25544, 0.01884, 4.34555], [-1.27178, 0.80870, 2.73530], [-1.69451, 0.86855, 5.91516], [-2.55764, 1.57292, 4.62553], [0.27872, -0.52464, 5.19485], [0.62253, -0.64213, 3.65840]], "forces_ev_per_a": [[0.0, 0.4, -0.1], [1.0, 0.7, -1.8], [-1.9, 0.4, 1.9], [0.4, -0.5, 0.0], [-0.3, 1.0, 1.6], [1.0, -1.9, -0.9], [-1.1, 0.8, -0.2], [1.1, 0.2, -0.8], [-0.6, -1.3, 1.7], [1.4, -2.8, -1.5], [0.7, 0.7, -1.7], [-0.8, 1.6, -0.1], [-0.2, 1.1, 0.2], [0.1, -0.5, -0.5], [-0.2, 0.4, -0.4], [0.0, -0.2, 0.4], [0.3, 0.2, -0.2], [-0.4, 0.1, 0.8], [0.3, -0.5, -0.5], [-0.1, -0.2, 0.8], [-0.4, -0.5, 1.8], [-1.5, 0.7, -2.7], [0.4, -1.4, -0.8], [0.8, -0.2, 4.8], [0.5, 0.4, -1.5], [0.1, 0.0, -0.3], [-0.4, 0.6, 0.6], [-0.1, 0.8, -0.4]], "lowdin_charge": [0.3923, -0.1828, -0.3352, -0.0079, -0.1134, -0.1342, -0.0430, -0.1065, -0.2120, 0.0125, -0.1288, -0.0880, 0.0981, 0.1178, 0.0934, 0.0960, 0.0895, 0.0786, 0.0937, 0.1396, 0.1569, -0.5552, 0.1663, -0.0780, 0.1319, 0.1118, 0.1024, 0.1043], "de_lowest_kcal_mol": 0.00, "lumo_energy_ev": 0.2, "orbital_gap_ev": 6.644, "e_tot_ev": -65244.2554}


(2)
{"formula": "C6H7N", "method": "the ωB97M-V functional and the def2-TZVPD basis", "species": ["N", "C", "C", "C", "C", "C", "C", "H", "H", "H", "H", "H", "H", "H"], "coordinates": [[-0.61435, 3.22121, -0.04424], [-0.40047, 2.11523, 0.21655], [-0.12223, 0.72189, 0.57117], [1.13201, 0.11486, -0.03292], [0.94842, -1.27483, 0.04332], [-0.41760, -1.53749, 0.10313], [-1.10892, -0.31596, 0.06448], [-0.05898, 0.63724, 1.66498], [0.34612, 0.32221, -1.39297], [2.09180, 0.62169, -0.01572], [1.72845, -2.01344, -0.10454], [-0.87814, -2.51482, 0.01090], [-0.57421, 0.14560, -1.35218], [-2.18329, -0.20257, 0.17105]], "forces_ev_per_a": [[0.2, -1.1, 0.3], [-0.2, 0.9, -0.3], [0.0, 0.0, -0.1], [0.1, -0.1, 0.1], [0.0, 0.1, -0.1], [0.0, 0.1, -0.1], [0.0, -0.1, 0.1], [0.0, 0.0, -0.1], [-0.1, 0.0, 0.0], [-0.1, -0.1, 0.0], [-0.1, 0.1, 0.0], [0.1, 0.2, 0.0], [0.1, 0.0, 0.0], [0.2, 0.0, 0.0]], "lowdin_charge": [0.1540, -0.1915, -0.3675, -0.1348, -0.1147, -0.1149, -0.1348, 0.1638, 0.1422, 0.1188, 0.1095, 0.1094, 0.1420, 0.1186], "de_lowest_kcal_mol": 85.09, "lumo_energy_ev": 0.8, "orbital_gap_ev": 10.857, "e_tot_ev": -7821.9575}


(3)
{"formula": "C5H15N2", "method": "the ωB97M-V functional and the def2-TZVPD basis", "species": ["C", "C", "C", "C", "N", "C", "N", "H", "H", "H", "H", "H", "H", "H", "H", "H", "H", "H", "H", "H", "H", "H"], "coordinates": [[1.50893, 2.07965, 1.19087], [1.85486, 1.06141, 0.12448], [0.70242, 0.60991, -0.83285], [0.07947, -0.69741, -0.37920], [-0.50338, -0.42981, 1.06675], [-1.15851, -1.12074, -1.18249], [-2.28341, -1.52767, -0.32454], [1.44515, 3.13460, 0.90764], [0.64414, 1.90026, 1.83240], [2.39530, 2.15806, 1.82200], [2.26386, 0.12630, 0.51952], [2.63005, 1.46154, -0.53061], [1.03966, 0.55132, -1.86358], [-0.07346, 1.38510, -0.79771], [0.79294, -1.48366, -0.14348], [-1.50913, -0.32997, 0.79368], [-0.09266, 0.33379, 1.59616], [-0.51005, -1.25028, 1.67082], [-1.02933, -1.92835, -1.89992], [-1.58253, -0.27809, -1.72888], [-2.29764, -2.47682, 0.02071], [-3.18312, -1.28798, -0.71254]], "forces_ev_per_a": [[1.0, 0.7, 0.7], [-0.5, -0.5, -1.5], [0.1, 0.5, 0.9], [-0.4, 0.3, 1.6], [-0.3, -0.2, -0.8], [-1.5, -0.9, -0.4], [-0.1, 0.6, 0.6], [-0.5, -0.3, -0.8], [0.0, -0.1, 0.0], [-0.1, -0.3, 0.5], [0.2, 0.3, 0.4], [0.1, 0.1, 0.3], [0.0, -0.2, -0.1], [-0.1, -0.1, -0.2], [0.2, -0.1, -0.8], [-0.1, 0.1, 0.7], [0.1, 0.2, -0.3], [0.2, -0.1, -0.2], [0.9, 0.2, -0.2], [0.5, 0.2, -0.1], [0.1, -0.1, -0.3], [0.0, -0.1, -0.1]], "lowdin_charge": [-0.1028, -0.2304, -0.1554, -0.2314, 0.1916, -0.1834, -0.0151, 0.0910, 0.0593, 0.0862, 0.1098, 0.1168, 0.1292, 0.1288, 0.1488, 0.1267, 0.1106, 0.1631, 0.1284, 0.1303, 0.0989, 0.0989], "smiles": "CCC[C@@H]([NH3+])CN", "de_lowest_kcal_mol": 19.77, "lumo_energy_ev": -3.0, "orbital_gap_ev": 11.213, "charge": 1, "e_tot_ev": -8401.8193}


(4)
{"formula": "C6H10N2O", "method": "the ωB97M-V functional and the def2-TZVPD basis", "species": ["C", "C", "C", "C", "C", "N", "N", "C", "O", "H", "H", "H", "H", "H", "H", "H", "H", "H", "H"], "coordinates": [[-1.97165, -1.30336, 0.75825], [-0.93902, -0.69583, 0.19714], [-0.26023, -1.27563, -1.01096], [0.50274, -0.29021, -0.22447], [1.62424, -0.77365, 0.65660], [0.48338, 1.09180, -0.60766], [1.44915, 1.94100, -0.00427], [-0.91516, 1.53797, -0.52506], [-1.19707, 2.60464, 0.02260], [-2.41430, -0.85988, 1.64607], [-2.42392, -2.19979, 0.34405], [0.03903, -2.31831, -0.96326], [-0.66520, -0.95677, -1.96461], [1.52418, -1.83775, 0.88625], [2.57568, -0.61768, 0.13818], [1.66273, -0.20994, 1.59229], [1.08260, 2.23375, 0.90544], [1.42179, 2.80464, -0.54865], [-1.57898, 1.12500, -1.29794]], "forces_ev_per_a": [[-0.2, 1.2, 1.1], [1.1, -3.1, -0.7], [0.1, 0.0, -1.0], [-1.4, -0.1, 1.9], [0.3, 0.3, 0.1], [-1.3, 1.0, -0.7], [-0.7, 0.1, 0.2], [1.7, 3.8, -0.5], [0.3, -2.3, -0.6], [-0.1, -0.4, 0.1], [-0.1, 0.3, -0.2], [0.1, 0.1, -0.1], [0.1, 0.0, -0.1], [-0.2, 0.2, -0.1], [-0.1, 0.0, 0.0], [0.0, -0.1, -0.1], [0.1, -0.1, 0.0], [0.2, -0.3, 0.0], [0.0, -0.6, 0.6]], "lowdin_charge": [0.0512, -0.2336, -0.0670, -0.4145, -0.0119, -0.1215, 0.0654, -0.2516, 0.0392, 0.0566, 0.0687, 0.1175, 0.1139, 0.0915, 0.0889, 0.0841, 0.0871, 0.0926, 0.1436], "smiles": "C=C1C[C@@]1(C)N(N)C=O", "de_lowest_kcal_mol": 104.92, "lumo_energy_ev": 0.4, "orbital_gap_ev": 9.332, "e_tot_ev": -11407.5380}


(5)
{"formula": "C3H3N3S2", "method": "the ωB97M-V functional and the def2-TZVPD basis", "species": ["C", "C", "C", "H", "H", "H", "N", "N", "N", "S", "S"], "coordinates": [[0.89114, -0.85770, -0.28460], [0.01252, 0.00853, 0.22990], [0.10351, 1.11274, 1.10143], [1.86417, -1.77344, -2.45696], [2.07300, -0.59422, -0.23961], [-2.18789, -0.99852, -0.30738], [-1.45277, 0.09665, -0.06640], [-2.03275, 1.19209, 0.51628], [-1.11303, 1.86126, 1.22803], [0.62399, -1.60289, -1.84627], [1.21811, 1.55549, 2.12559]], "forces_ev_per_a": [[4.2, 1.9, -2.0], [-3.8, -0.5, -0.3], [-0.6, 1.5, 1.7], [-0.7, 0.3, 1.3], [-3.1, -0.7, 0.9], [3.0, 4.9, 1.0], [-1.4, -4.0, -1.2], [2.9, -0.1, 1.7], [-2.5, -2.8, -3.5], [-0.5, -0.9, -0.7], [2.4, 0.3, 1.1]], "lowdin_charge": [-0.4609, -0.4084, -0.8926, -0.0981, 0.1354, 0.2981, -0.0538, -0.0012, -0.0138, 0.7226, 0.7728], "de_lowest_kcal_mol": 108.27, "lumo_energy_ev": -1.8, "orbital_gap_ev": 6.743, "e_tot_ev": -29295.0632}


(6)
{"formula": "C19H14Cl2N6Pt", "method": "the ωB97M-V functional and the def2-TZVPD basis", "species": ["Pt", "C", "C", "N", "C", "C", "N", "C", "C", "C", "C", "C", "N", "C", "C", "N", "C", "C", "N", "C", "C", "C", "N", "C", "C", "H", "H", "H", "H", "H", "H", "H", "H", "H", "H", "H", "H", "Cl", "C", "Cl", "H", "H"], "coordinates": [[1.47734, 0.46639, 1.79557], [-0.51355, -2.49341, 4.18623], [0.38599, -1.51550, 3.79972], [0.37875, -1.02787, 2.55624], [-0.58572, -1.47355, 1.67678], [-1.46447, -2.47668, 2.11475], [-1.40479, -2.96038, 3.32336], [-0.64035, -0.78060, 0.40434], [-1.48478, -1.00001, -0.66958], [-1.43364, -0.17118, -1.80799], [-0.50538, 0.88911, -1.80231], [0.33769, 1.08335, -0.72059], [0.25707, 0.24142, 0.34720], [1.33654, 2.11223, -0.51147], [1.56853, 3.22811, -1.33021], [2.43735, 4.14576, -1.01000], [3.13801, 4.03897, 0.11105], [2.96461, 2.94429, 0.93994], [2.07714, 1.99081, 0.64629], [-2.32300, -0.42258, -2.95707], [-3.12422, -1.57315, -3.01271], [-3.89835, -1.81976, -4.13726], [-3.89477, -0.98448, -5.14079], [-3.19588, 0.11835, -5.13858], [-2.39347, 0.44979, -4.05296], [-0.51837, -2.90795, 5.18117], [1.11184, -1.13081, 4.50262], [-2.22483, -2.87943, 1.46442], [-2.18520, -1.81543, -0.61394], [-0.43544, 1.56043, -2.64007], [1.02110, 3.36927, -2.25075], [3.84453, 4.82323, 0.34311], [3.53664, 2.84509, 1.85256], [-3.17101, -2.28754, -2.21076], [-4.51713, -2.70232, -4.22068], [-3.26555, 0.75429, -6.01169], [-1.86171, 1.38628, -4.08611], [3.55567, -1.55256, 5.31468], [3.92890, -0.88414, 3.71087], [3.09068, 0.66985, 3.47970], [3.59937, -1.58520, 2.93911], [4.99386, -0.67247, 3.63581]], "forces_ev_per_a": [[0.2, -0.2, 0.2], [0.1, 0.2, -0.5], [0.1, -0.2, 0.3], [-0.9, -0.5, -0.3], [0.1, -0.4, 0.9], [0.6, 0.7, -0.6], [-0.4, -0.7, 0.8], [-0.5, 0.0, -0.9], [0.5, -0.2, 1.0], [-0.7, -0.2, -0.8], [0.7, 0.5, 0.6], [-0.7, -0.3, -0.7], [-0.3, 0.0, -0.3], [0.7, 0.6, 0.3], [-0.4, -0.9, 0.4], [0.5, 1.0, -0.2], [-0.2, -0.4, -0.1], [0.2, 0.2, 0.1], [-0.3, 0.6, -0.9], [0.8, 0.2, 1.0], [-0.4, 0.1, -0.7], [-0.7, -1.6, 0.5], [1.1, 0.4, 1.5], [0.4, 1.5, -1.0], [-0.5, -0.4, -0.5], [0.1, 0.0, 0.1], [0.0, 0.1, -0.2], [-0.1, 0.0, -0.2], [0.0, -0.1, 0.1], [0.1, 0.1, -0.1], [-0.1, 0.0, -0.1], [0.0, 0.0, 0.1], [-0.1, -0.1, 0.0], [-0.1, -0.2, -0.1], [-0.1, -0.2, 0.1], [0.0, 0.1, 0.0], [0.0, 0.0, -0.2], [0.3, 0.2, -0.5], [0.3, -1.1, 0.4], [0.0, 0.7, 0.3], [0.1, 0.3, 0.2], [-0.1, 0.0, 0.1]], "lowdin_charge": [1.0362, -0.0533, -0.0896, -0.0880, -0.1459, -0.0361, 0.1205, -0.1879, 0.0708, -0.1273, 0.0742, -0.1870, -0.1050, -0.1463, -0.0357, 0.1203, -0.0564, -0.0829, -0.0961, -0.1239, 0.0379, -0.0298, 0.2716, -0.0298, 0.0404, 0.1304, 0.0545, 0.1282, 0.1072, 0.1105, 0.1293, 0.1303, 0.0913, 0.1181, 0.1564, 0.1568, 0.1223, 0.6042, -0.8870, 0.6026, 0.0441, 0.0501], "de_lowest_kcal_mol": 0.00, "lumo_energy_ev": [-6.8, -9.7], "spin_multiplicity": 3, "orbital_gap_ev": [5.045, 5.254], "charge": 2, "s2": 2.0396, "e_tot_ev": -57145.0677}


(7)
{"formula": "C3H8NO2", "method": "the ωB97M-V functional and the def2-TZVPD basis", "species": ["C", "O", "C", "N", "H", "H", "H", "H", "H", "H", "O", "C", "H", "H"], "coordinates": [[-0.58283, -1.01249, 0.18651], [-0.62142, -0.34161, 1.36696], [-1.02754, -0.02137, -0.95785], [0.07103, 0.72754, -1.48893], [0.42548, -1.43851, -0.09010], [-1.30919, -1.85783, 0.22498], [-1.48264, -0.58431, -1.79056], [-1.74897, 0.71501, -0.58386], [0.71165, 1.14747, -0.74670], [0.64398, 0.14986, -2.14196], [1.87744, 0.82213, 0.49100], [1.09585, 0.53859, 1.47354], [1.41264, -0.24350, 2.19637], [0.53452, 1.39903, 1.86061]], "forces_ev_per_a": [[-1.3, 0.3, -0.9], [1.8, 0.4, 0.3], [0.5, -1.1, 0.1], [1.5, 1.0, -1.2], [-0.5, 0.3, 0.1], [0.2, -0.1, -0.1], [-0.1, 0.1, 0.1], [-0.2, -0.5, 0.3], [-0.9, -1.1, -1.2], [-0.5, 0.7, 1.1], [-1.2, -1.1, 1.3], [0.8, 0.9, 0.1], [-0.2, 0.4, -0.3], [0.0, -0.2, 0.5]], "lowdin_charge": [-0.4169, -0.2886, -0.3162, -0.0662, 0.1012, 0.0786, 0.0814, 0.0912, 0.0361, 0.0580, -0.2248, -0.2921, 0.0825, 0.0758], "de_lowest_kcal_mol": 72.64, "lumo_energy_ev": 4.6, "orbital_gap_ev": 7.794, "charge": -1, "e_tot_ev": -8824.6425}